29
Properties=species:S:1:pos:R:3:forces:R:3:mulliken_charge:R:1 method="wB97M-V/def2-TZVPD" energy_ev=-25765.819 molar_mass_g_mol=174.3 homo_lumo_gap_ha="0.288 / 0.288" de_lowest_kcal_mol=74.3 largest_force_ev_per_a=3.4 e_homo_ev="-7.556 / -7.572"
C -1.069 -0.171 0.521 0.738 -1.769 -1.684 0.090
C 1.455 -1.212 -1.202 -1.921 0.737 -0.897 -0.955
C 0.458 -2.609 0.489 -0.462 0.610 0.988 -1.443
C -0.801 -2.203 -1.847 -1.624 0.585 0.633 -1.342
C 0.184 2.193 -1.231 -0.881 -2.050 -1.340 -0.849
C -1.403 2.791 1.478 -0.891 -1.125 0.863 -1.088
C 1.448 1.454 1.466 1.329 -0.597 -0.058 -1.097
C 0.176 -1.857 -0.763 -1.691 2.447 1.676 1.079
Si -0.319 1.556 0.501 1.976 0.463 1.141 0.409
P -2.250 -1.157 1.167 0.765 1.639 -0.135 -0.107
H 1.581 -0.287 -0.621 0.592 -0.433 -0.544 -0.179
H 2.103 -1.995 -0.916 1.881 -0.124 -0.301 0.421
H 1.358 -1.092 -2.302 0.765 0.427 0.697 0.377
H 0.695 -1.856 1.369 -0.643 -1.962 -1.678 0.196
H -0.281 -3.397 0.680 0.078 0.509 0.585 0.338
H 1.370 -3.084 0.214 0.944 -1.085 0.495 0.613
H -0.606 -3.054 -2.507 0.599 -0.098 0.226 0.379
H -0.817 -1.285 -2.469 -0.393 -0.669 0.080 0.350
H -1.843 -2.398 -1.426 1.273 0.350 -0.481 0.260
H 1.045 1.475 -1.660 -1.966 1.927 0.835 0.213
H -0.778 2.031 -1.861 1.656 0.238 0.565 0.233
H 0.422 3.267 -1.307 0.188 -0.578 0.219 0.372
H -1.842 3.482 0.749 0.173 0.306 0.503 0.285
H -2.274 2.271 2.001 0.935 0.381 -0.943 0.271
H -0.885 3.247 2.354 -0.075 0.139 -1.089 0.306
H 2.468 1.368 0.928 -1.839 0.199 -0.173 0.311
H 1.775 2.233 2.232 -1.220 -0.953 -0.621 0.377
H 1.415 0.435 1.922 -0.005 0.781 0.403 0.249
H -2.785 -0.144 2.040 -0.283 -0.297 0.034 -0.070